{
  "formula": "C3H9ClFN2",
  "method": "ωB97M-V/def2-TZVPD",
  "species": ["C", "C", "C", "N", "N", "F", "Cl", "H", "H", "H", "H", "H", "H", "H", "H", "H"],
  "coordinates": [[-0.234, -1.480, -0.057], [-0.592, -0.178, -0.820], [0.439, 1.687, 0.102], [-0.641, 2.496, 0.175], [1.315, -1.255, -0.010], [-0.205, -0.170, -2.126], [1.117, 1.295, 1.710], [-0.513, -1.408, 1.002], [-0.582, -2.446, -0.516], [-1.642, 0.070, -0.706], [1.122, 2.123, -0.665], [-1.333, 2.523, 0.928], [-1.113, 2.604, -0.731], [1.939, -2.051, 0.253], [1.458, -0.417, 0.739], [1.599, -0.794, -0.929]],
  "mulliken_charge": [-0.315, -0.308, 0.051, -0.484, -0.337, -0.275, -0.213, 0.320, 0.327, 0.435, 0.393, 0.228, 0.270, 0.369, 0.137, 0.405],
  "e_tot_ha": -788.9136,
  "total_charge": 1,
  "homo_energy_ev": -12.324,
  "homo_lumo_gap_ev": 8.7
}